(1)
The following is a DFT calculation (wB97M-V/def2-TZVPD) of 5 unconnected molecules or ions with the total composition C26H39Cl2F4O13P.

The geometry in XYZ format:
```
85
Properties=species:S:1:pos:R:3:forces:R:3
C -1.224391 3.507463 0.120250 0.066 -0.208 -0.357
C -0.042513 3.684047 -0.840967 0.177 0.516 0.708
C 1.037555 2.623537 -0.671308 -0.520 -0.478 -0.485
C 0.627736 1.171544 -1.093505 0.274 -0.129 0.196
C -0.574731 1.140103 -2.021611 -0.100 -0.501 0.125
P 0.416407 0.206946 0.488975 -0.382 0.676 0.610
C 2.130923 0.183723 1.179099 -0.301 0.041 0.205
C 2.153553 -0.114373 2.702172 0.808 -0.360 -0.741
C 3.207159 -1.189274 3.044441 -0.100 0.584 0.102
C 4.583922 -0.598583 3.449122 -0.270 -1.320 0.348
C 5.069257 -1.117616 4.822413 -0.507 0.472 0.190
O 5.053568 -0.133898 5.846651 0.313 0.003 0.062
C 3.759100 0.407391 6.042693 0.489 -0.338 -0.193
C 0.089153 -1.569646 0.131127 2.777 0.143 0.270
Cl 1.397923 -2.739311 0.365439 -0.073 0.352 -0.044
C -1.060606 -2.040102 -0.247423 -1.568 -0.508 -0.105
C -2.254195 -1.200177 -0.462406 -0.518 -0.123 -0.876
Cl -1.294919 -3.744044 -0.523269 -0.086 0.112 0.087
H -1.375199 2.457054 0.347090 -0.128 -0.133 0.169
H -1.036772 4.034654 1.052864 -0.063 -0.006 0.088
H -2.139732 3.878686 -0.330464 -0.152 0.159 0.070
H 0.416209 4.626240 -0.547410 0.180 0.240 -0.217
H -0.365472 3.827807 -1.862956 -0.104 -0.260 -0.271
H 1.907204 2.865929 -1.273217 0.235 0.273 0.033
H 1.323648 2.659433 0.375193 0.248 -0.043 0.194
H 1.454622 0.720570 -1.640539 0.220 0.025 -0.039
H -0.471411 1.840166 -2.834163 0.163 0.161 -0.263
H -1.511067 1.377291 -1.531805 -0.135 0.143 0.156
H -0.683731 0.147663 -2.451543 0.003 -0.132 -0.135
H 2.582509 1.156575 1.033816 -0.173 0.322 -0.276
H 2.761190 -0.497403 0.622178 0.090 -0.303 -0.065
H 1.163423 -0.351111 3.077227 -0.132 -0.210 0.017
H 2.480452 0.793436 3.196004 -0.272 0.281 0.271
H 2.803631 -1.826681 3.825881 0.141 -0.110 0.237
H 3.388195 -1.830256 2.190724 -0.303 -0.196 -0.180
H 5.310536 -0.959789 2.730064 0.207 0.252 -0.263
H 4.575066 0.483262 3.419440 0.127 0.246 0.072
H 4.434733 -1.932123 5.180329 -0.188 -0.238 -0.252
H 6.064495 -1.533407 4.744887 0.409 0.278 0.200
H 3.007902 -0.362202 5.864688 -0.269 0.000 -0.017
H 3.674471 0.741245 7.070063 0.085 0.149 0.128
H 3.611333 1.242690 5.359794 -0.298 0.146 -0.024
H -3.164265 -1.688321 -0.140909 -0.148 -0.108 0.384
H -2.372264 -1.053577 -1.534398 -0.121 0.118 -0.190
H -2.156082 -0.214584 -0.029187 0.056 0.118 0.313
C 0.244155 4.202044 -6.788611 -0.023 0.334 -0.201
C 0.048135 2.708565 -6.878678 0.318 -0.116 0.181
O -0.397419 2.379211 -5.575216 -0.309 0.257 -0.208
C -1.040417 3.481238 -5.084472 -0.096 0.108 0.216
O -1.753190 3.477321 -4.138243 0.125 0.025 -0.075
O -0.753541 4.576332 -5.833735 0.052 -0.304 -0.024
F 1.212905 2.063104 -7.125399 -0.025 -0.057 0.014
H 1.231629 4.460631 -6.403979 0.043 -0.180 0.014
H 0.086687 4.709924 -7.736651 -0.189 0.076 0.094
H -0.699658 2.392050 -7.607493 0.080 -0.093 -0.046
C 0.329346 5.506733 4.487833 0.023 -0.488 0.010
C -0.456764 6.718959 4.920591 0.311 0.252 0.090
O -0.291514 7.598624 3.825107 -0.252 -0.397 -0.144
C -0.114332 6.821999 2.713310 0.101 0.056 -0.296
O -0.205168 7.207947 1.598771 0.069 -0.026 0.114
O 0.172981 5.537985 3.065794 -0.097 0.319 0.205
F 0.070639 7.288542 6.030883 -0.048 0.044 -0.004
H 1.387294 5.592245 4.739743 -0.034 0.189 0.084
H -0.059744 4.579159 4.900831 -0.069 -0.041 -0.205
H -1.520460 6.535622 5.081673 0.006 0.057 0.120
C -1.420567 -7.047759 0.435410 0.386 0.084 -0.075
C -2.352666 -7.694070 1.429286 -0.333 0.216 -0.084
O -3.250271 -8.400971 0.594479 0.452 -0.182 -0.032
C -2.565151 -8.724080 -0.546367 -0.096 -0.051 -0.250
O -2.917443 -9.527015 -1.339873 -0.002 0.113 0.070
O -1.417133 -7.998102 -0.633715 -0.231 -0.054 0.223
F -3.043233 -6.772377 2.143681 -0.032 -0.046 0.035
H -1.807033 -6.093890 0.075100 -0.181 -0.161 0.178
H -0.417204 -6.898155 0.827221 0.054 -0.136 -0.143
H -1.870071 -8.392037 2.115725 -0.059 0.062 0.111
C -3.257151 -3.542430 -3.286347 0.287 0.310 0.129
C -3.326124 -4.860267 -4.015435 -0.388 -0.115 0.106
O -4.170397 -4.562054 -5.112966 0.420 0.245 -0.034
C -4.009614 -3.232342 -5.390336 -0.166 0.166 -0.121
O -4.357344 -2.705321 -6.391619 -0.011 -0.060 0.117
O -3.387031 -2.601905 -4.358651 -0.080 -0.305 -0.081
F -3.905752 -5.822506 -3.257538 0.015 -0.043 -0.039
H -4.088593 -3.417699 -2.590155 -0.061 -0.176 -0.038
H -2.321246 -3.401706 -2.750323 -0.098 0.141 -0.308
H -2.366065 -5.224527 -4.385177 -0.021 -0.127 0.057
```
Positions in Å, forces in eV/Å.

The calculated total energy is -3653.409858 Eh. The value obtained for the HOMO-LUMO gap is 0.32126 Ha. As for the LUMO energy: 0.29 eV. The SMILES is CCC[C@H](C)P(CCCCCOC)/C(Cl)=C(\C)Cl.O=C1OC[C@@H](F)O1.O=C1OC[C@@H](F)O1.O=C1OC[C@@H](F)O1.O=C1OC[C@@H](F)O1. The net charge is 0.

=====

(2)
The following is a DFT calculation (wB97M-V/def2-TZVPD) of 2 unconnected molecules or ions with the total composition C5H14O.

The geometry in XYZ format:
```
20
Properties=species:S:1:pos:R:3:forces:R:3
C -1.332451 -1.775794 -0.663730 0.749 0.278 0.533
C -1.611904 -0.279396 -0.711050 -1.028 -0.202 -0.322
C 0.131721 -2.186176 -0.888654 -0.623 -0.209 0.904
H -1.970341 -2.315686 -1.356918 -0.190 0.085 -0.128
H -1.585592 -2.111234 0.340053 -0.204 -0.269 0.069
H -0.965239 0.353503 -0.115208 0.344 -0.188 -0.363
H -1.744258 0.054687 -1.741835 0.602 0.297 0.016
H 0.130237 -3.275964 -0.959959 0.376 0.079 -0.656
H 0.703681 -2.011150 0.022206 0.126 0.362 0.037
H -2.587233 -0.097627 -0.279488 -0.495 -0.047 0.192
H 0.614645 -1.648416 -1.696494 0.044 -0.306 -0.363
C 1.131780 1.569950 0.176111 -0.203 0.727 0.725
C 0.623981 1.585353 1.615276 1.345 -0.469 0.484
O 2.520670 1.866154 0.136746 0.062 0.123 0.019
H 0.999211 0.605696 -0.289662 0.109 -0.175 -0.150
H 0.552853 2.326615 -0.366943 0.099 -0.163 -0.349
H 0.761487 2.582797 2.041979 -0.566 0.107 -0.123
H 2.692414 2.606948 0.734673 -0.057 -0.181 -0.209
H 1.298155 0.974503 2.231909 -0.096 -0.160 -0.205
H -0.363813 1.175242 1.770981 -0.392 0.314 -0.112
```
Positions in Å, forces in eV/Å.

The relative energy (zero: lowest compared OMol25 entry of this formula, charge and spin) is 20.4 kcal/mol. The calculated total energy is -274.109567 Eh. The value obtained for the HOMO-LUMO gap is 0.41488 Ha. As for the LUMO energy: 0.96 eV. The SMILES is CCC.CCO. The net charge is 0.

=====

Quick rundown of HOMO, same order as above: -8.457; -10.329 eV